{"formula": "CH4N4", "method": "ωB97M-V/def2-TZVPD", "species": ["N", "H", "C", "N", "H", "H", "N", "N", "H"], "positions_angstrom": [[1.802, 0.005, -0.117], [1.089, -2.028, 0.016], [0.895, -0.911, -0.018], [0.817, 0.978, -0.156], [0.900, 1.695, 0.776], [-1.955, 0.437, 0.569], [-0.195, -0.087, 0.162], [-1.503, -0.182, -0.137], [-1.851, 0.093, -1.096]], "forces_ev_per_a": [[0.359, -0.824, 0.289], [-0.833, 1.570, -0.190], [1.154, -2.362, -0.094], [-1.531, 3.569, 2.539], [-0.160, -2.484, -3.056], [-0.105, -0.947, -1.021], [1.885, 0.438, 0.346], [-1.898, 1.377, 0.070], [1.129, -0.337, 1.117]], "e_lumo_ev": 0.98, "orbital_gap_ev": 10.24, "relative_energy_kj_mol": 500.75}

{"formula": "C3H2NO3", "method": "ωB97M-V/def2-TZVPD", "species": ["N", "H", "C", "C", "H", "O", "C", "O", "O"], "positions_angstrom": [[-0.573, 1.498, 0.537], [1.505, -0.188, 1.002], [1.070, -1.292, 0.908], [-1.290, 1.829, -0.360], [0.028, 0.631, 0.677], [-1.992, 2.395, -1.062], [0.315, -1.471, -0.266], [1.588, -1.943, -0.431], [-0.651, -1.459, -1.006]], "forces_ev_per_a": [[1.511, -1.794, 0.908], [-0.556, -1.797, -0.319], [0.170, 1.954, 1.185], [1.510, -0.513, 1.919], [-1.076, 1.300, -0.506], [-2.053, 1.091, -2.377], [0.766, -0.535, -0.817], [-0.663, 0.148, -0.556], [0.390, 0.146, 0.563]], "e_lumo_ev": 3.65, "orbital_gap_ev": 6.86, "relative_energy_kj_mol": 327.18, "charge": -1}

{"formula": "C41H50N5O2PbSSi", "method": "ωB97M-V/def2-TZVPD", "species": ["C", "H", "C", "H", "H", "C", "H", "H", "H", "C", "H", "C", "H", "H", "H", "C", "N", "C", "C", "H", "C", "H", "H", "C", "H", "H", "C", "H", "H", "N", "C", "H", "H", "O", "H", "C", "H", "H", "C", "N", "C", "C", "H", "H", "C", "N", "C", "H", "C", "H", "H", "C", "C", "H", "H", "H", "O", "S", "Si", "H", "C", "H", "C", "H", "C", "C", "H", "H", "H", "H", "C", "H", "H", "H", "C", "C", "C", "C", "C", "H", "H", "Pb", "C", "C", "C", "C", "H", "H", "H", "H", "C", "C", "H", "C", "N", "C", "H", "C", "C", "H", "H"], "positions_angstrom": [[4.630, 0.829, 3.844], [-3.022, -0.274, 6.691], [-4.911, 0.197, -2.624], [-2.900, -2.601, -6.275], [4.634, 4.992, -0.331], [4.482, 2.413, 1.987], [-1.676, -1.380, -5.923], [-1.708, -4.544, -5.088], [1.917, 2.266, -1.914], [5.079, 1.946, 3.178], [-2.666, 2.119, -4.268], [-2.935, 0.512, -1.287], [-4.624, -0.613, -0.653], [-2.602, -4.332, 1.984], [-0.780, -2.808, -1.968], [5.032, 4.831, 2.305], [-2.883, 0.151, 0.956], [-3.380, -0.487, 5.692], [2.960, 0.561, 2.118], [-1.580, 3.697, -2.761], [-1.077, 0.894, 2.388], [-1.153, -4.542, 3.977], [-5.900, -0.223, -2.739], [-3.090, 1.515, -3.482], [6.892, 4.242, 0.349], [3.305, -1.393, -0.069], [-2.654, -0.004, 4.593], [-0.849, -4.221, -3.599], [-5.893, -2.026, 4.050], [1.898, -0.213, 1.700], [-4.982, -1.463, 4.203], [-4.911, 1.156, -4.542], [-4.033, -3.749, -4.294], [-0.303, 1.260, 1.442], [-3.249, -3.824, -2.733], [4.222, 4.075, 0.087], [0.184, 1.796, 3.885], [4.318, -1.048, -1.466], [-1.216, -3.759, -4.517], [-1.496, -1.611, -3.401], [-0.761, 2.976, -2.789], [-3.102, -0.263, 3.288], [2.909, 2.033, 0.573], [4.257, 3.317, -0.697], [1.782, -1.600, -3.041], [-2.175, 0.371, -0.092], [-2.549, -1.896, -5.525], [-3.339, -1.164, -5.355], [3.563, -0.626, -0.797], [-0.359, -3.402, -5.087], [0.810, -3.094, 4.220], [-1.726, -3.707, 2.088], [-2.310, 0.209, 2.165], [-5.092, -1.579, 6.352], [5.455, 5.718, 1.837], [2.602, -1.598, -3.764], [-1.120, 1.792, -2.085], [2.705, -1.252, 3.911], [2.121, -0.207, -1.879], [-2.036, -0.747, -3.406], [3.547, 0.135, 3.305], [6.512, 2.525, 0.189], [-4.358, 0.969, -3.633], [0.103, 3.388, -2.275], [5.039, 3.664, 1.313], [1.643, -1.166, 2.540], [0.835, -1.491, -3.574], [3.997, 0.221, -0.268], [-4.621, -1.218, 2.111], [3.179, 4.264, 0.341], [3.419, 1.706, 1.466], [1.805, -2.562, -2.531], [3.066, 1.686, -3.114], [-0.499, 2.756, -3.827], [-4.276, -1.007, 3.113], [-0.319, -1.932, 1.226], [-0.917, -3.824, 3.206], [-0.719, 1.218, 3.745], [0.189, -3.006, 3.339], [-2.232, -2.160, -1.607], [5.622, 4.616, 3.194], [0.044, -0.240, -0.182], [-4.534, -1.210, 5.504], [0.494, -2.066, 2.358], [6.478, 3.378, 0.867], [-3.466, -3.164, -3.574], [7.123, 3.157, 1.715], [5.919, 2.484, 3.592], [5.098, 0.510, 4.763], [-2.103, -2.661, 0.280], [-1.425, -2.764, 1.113], [-1.458, 0.770, 4.780], [4.017, 5.067, 2.624], [-2.193, -2.622, -4.232], [-1.322, -1.948, -2.018], [2.103, 1.481, -2.644], [1.332, 1.523, -3.411], [-4.198, -0.035, -1.460], [-2.380, 1.296, -2.308], [-4.106, -2.347, -3.226], [-1.153, 0.991, 5.795]], "forces_ev_per_a": [[-0.060, 0.025, -0.049], [0.021, 0.004, 0.044], [0.006, -0.019, -0.052], [-0.030, -0.055, -0.027], [0.026, 0.047, -0.017], [-0.013, 0.022, 0.009], [0.057, 0.014, -0.025], [-0.025, -0.046, -0.054], [0.043, 0.002, 0.073], [-0.016, -0.054, -0.064], [0.045, 0.064, -0.093], [0.085, 0.142, 0.064], [-0.026, -0.025, 0.033], [-0.048, -0.032, -0.012], [0.042, 0.064, -0.048], [0.002, 0.012, 0.007], [0.164, 0.135, -0.262], [-0.084, -0.035, -0.020], [-0.048, 0.115, 0.110], [0.011, 0.002, -0.010], [-0.012, -0.100, 0.241], [-0.016, -0.053, 0.052], [-0.053, -0.022, -0.017], [-0.016, -0.006, 0.168], [0.029, 0.068, -0.031], [0.016, -0.049, -0.008], [0.082, 0.067, 0.041], [0.008, -0.023, 0.071], [-0.027, -0.026, 0.001], [-0.022, -0.256, 0.053], [0.011, 0.005, -0.009], [-0.036, 0.009, -0.061], [-0.041, -0.050, -0.059], [0.119, 0.376, -0.139], [0.027, -0.018, 0.058], [0.042, -0.058, 0.019], [0.063, 0.029, 0.015], [0.097, -0.009, -0.032], [-0.073, -0.003, -0.027], [0.057, 0.176, 0.086], [-0.107, 0.114, -0.041], [0.037, 0.003, -0.057], [-0.072, 0.042, -0.080], [0.007, -0.065, -0.037], [-0.084, 0.092, -0.078], [-0.362, -0.119, -0.250], [0.005, -0.031, 0.035], [-0.017, 0.042, 0.021], [0.099, 0.002, -0.142], [0.035, 0.046, -0.014], [0.039, 0.000, 0.048], [0.017, 0.042, -0.047], [-0.030, -0.006, 0.169], [-0.013, -0.005, 0.011], [0.028, 0.070, -0.034], [0.042, -0.039, -0.099], [-0.248, -0.099, 0.078], [0.013, 0.050, -0.041], [-0.217, 0.158, 0.147], [0.113, -0.174, -0.024], [0.090, 0.049, 0.072], [0.002, -0.049, -0.054], [0.014, 0.003, 0.061], [-0.088, 0.023, -0.054], [0.001, -0.031, -0.003], [-0.124, -0.006, -0.062], [0.016, -0.005, 0.015], [-0.019, -0.122, -0.125], [-0.015, -0.010, -0.025], [-0.078, 0.028, 0.035], [0.053, 0.155, 0.205], [-0.008, -0.064, 0.059], [0.071, -0.005, -0.061], [-0.025, 0.047, 0.020], [-0.020, -0.005, 0.017], [-0.152, -0.022, 0.052], [0.002, -0.016, -0.004], [-0.060, -0.032, -0.175], [-0.031, -0.056, -0.035], [0.039, -0.073, -0.005], [0.032, -0.012, 0.037], [0.233, -0.287, 0.220], [0.040, 0.023, 0.003], [0.066, -0.052, 0.009], [-0.019, 0.015, 0.013], [0.035, 0.065, 0.000], [0.042, -0.020, 0.054], [0.061, 0.042, 0.035], [0.043, -0.028, 0.062], [-0.080, 0.014, -0.043], [0.082, -0.060, 0.126], [-0.068, -0.028, -0.002], [-0.072, 0.008, 0.021], [0.012, -0.031, 0.069], [-0.196, 0.049, -0.118], [0.176, -0.129, -0.065], [0.012, 0.013, -0.020], [0.014, 0.055, 0.056], [0.161, 0.032, -0.001], [0.036, -0.035, -0.036], [0.028, 0.001, 0.053]], "e_lumo_ev": -3.05, "orbital_gap_ev": 6.89, "relative_energy_kj_mol": 11.01, "charge": 1}

{"formula": "C36H46CaF12N4O26S4", "method": "ωB97M-V/def2-TZVPD", "species": ["O", "S", "H", "H", "H", "O", "C", "C", "H", "H", "H", "H", "C", "C", "F", "C", "F", "O", "C", "H", "H", "C", "F", "H", "C", "O", "O", "S", "H", "N", "C", "C", "H", "O", "C", "O", "C", "H", "C", "C", "C", "H", "C", "H", "F", "O", "C", "H", "C", "C", "O", "H", "C", "O", "F", "H", "H", "C", "C", "O", "O", "C", "O", "H", "O", "H", "S", "O", "H", "H", "H", "H", "H", "H", "H", "H", "C", "H", "C", "H", "F", "C", "C", "H", "H", "H", "F", "H", "H", "O", "H", "O", "O", "F", "N", "H", "C", "O", "O", "F", "O", "F", "H", "C", "C", "H", "S", "O", "C", "H", "H", "N", "H", "C", "C", "O", "H", "H", "C", "F", "H", "C", "O", "C", "Ca", "O", "O", "F", "N"], "positions_angstrom": [[-7.189, -6.001, 1.054], [0.378, 0.985, 0.071], [4.422, 6.466, -0.616], [0.955, 4.103, 8.527], [8.973, 1.294, -0.956], [0.575, -5.783, 4.225], [2.176, -7.591, 6.577], [0.115, 0.194, -3.357], [1.416, 4.215, 6.849], [3.046, -3.740, -11.081], [-10.503, 5.514, -3.990], [-8.946, 5.223, -5.727], [-0.552, 3.744, -11.633], [1.603, 0.095, 1.295], [-6.453, -7.449, -1.720], [5.290, 7.227, 1.664], [0.360, 1.423, -3.921], [-9.277, 7.120, -3.522], [5.322, 9.402, -0.832], [8.425, -0.875, -0.790], [-3.714, -5.804, 7.749], [3.683, -3.312, -10.320], [0.915, -0.718, 2.083], [-4.355, -4.935, 9.090], [7.523, -0.276, -0.657], [5.169, 10.560, -1.098], [1.707, 0.186, 8.281], [-1.156, 0.395, -1.852], [5.645, 7.868, 2.471], [-0.288, -0.288, -0.545], [1.081, 3.517, 7.616], [3.495, -8.365, 6.676], [7.001, 7.216, 0.339], [-7.716, 6.501, -4.889], [-7.455, 4.190, -4.461], [-1.570, 1.833, -1.810], [-3.398, -8.716, 0.115], [-5.498, -1.960, 7.999], [7.998, 1.191, -0.481], [5.222, 7.158, -0.879], [-4.633, -3.826, 7.348], [-0.375, 5.798, -12.658], [-3.779, -4.802, 8.174], [5.805, -3.677, -10.904], [1.242, -0.374, -2.962], [-0.074, 1.571, 7.952], [-3.751, -2.609, 5.615], [5.362, 6.181, 1.960], [2.263, -6.224, 7.152], [1.329, -6.144, 5.133], [4.785, 8.421, -1.470], [-7.953, 3.230, -4.602], [-0.435, 3.458, -10.292], [-0.526, 1.742, 0.940], [2.254, 0.991, 2.104], [-2.771, -4.427, 8.350], [3.625, -8.999, 5.799], [3.124, -2.461, -9.336], [1.300, 1.304, 8.035], [-4.019, -1.712, 6.598], [6.999, 1.914, -1.139], [-8.477, 5.345, -4.751], [5.662, 1.526, -2.975], [7.050, 1.452, 1.381], [1.959, -7.284, 5.238], [2.134, -2.059, -9.176], [-6.100, -5.609, 0.137], [-6.002, -8.362, 0.783], [5.847, 6.632, -1.600], [-1.783, 3.051, 8.827], [-0.214, 6.648, -10.449], [-5.697, -4.065, 7.314], [1.855, -6.351, 8.154], [-6.630, 4.147, -5.172], [4.430, -7.805, 6.664], [-0.440, 2.481, -9.831], [5.086, -3.289, -10.197], [4.215, 7.379, 1.569], [5.329, -2.629, -9.055], [4.152, -1.275, -7.921], [-0.423, -0.516, -4.249], [-0.389, 5.116, -11.821], [-9.481, 5.732, -3.679], [-2.465, 2.934, 7.293], [8.241, 2.758, 1.080], [0.069, 4.893, -8.611], [2.542, -0.608, 0.649], [-0.823, 3.075, -12.437], [3.311, -5.922, 7.152], [-3.400, -2.321, 4.416], [6.286, -2.357, -8.634], [5.918, 8.979, 0.250], [1.957, 2.442, 7.783], [-7.890, -5.752, -1.761], [-4.470, -6.207, 0.382], [-7.099, 4.226, -3.432], [-1.605, 3.372, 7.800], [-7.955, 8.823, -4.328], [1.238, 1.735, -0.858], [-3.835, -8.886, -1.183], [6.807, -0.086, -1.853], [-5.916, -5.509, -2.541], [6.894, -0.767, 0.086], [8.032, 1.693, 0.974], [-8.301, 7.602, -4.231], [1.405, -8.212, 7.033], [-4.770, -7.612, 1.031], [1.468, -5.436, 6.320], [5.969, 7.565, 0.345], [-3.843, -2.165, 8.611], [-1.709, 4.452, 7.690], [-0.332, 5.655, -10.590], [-0.366, 2.644, 6.147], [-0.191, 4.692, -9.639], [-6.602, -6.125, -1.606], [-4.328, -7.683, 2.399], [-9.291, 5.203, -2.745], [8.765, 1.093, 1.514], [6.424, 1.190, -2.026], [-2.175, -8.109, 0.020], [3.511, -8.985, 7.572], [-4.507, -2.349, 7.766], [-4.014, -3.874, 6.047], [-0.290, 2.802, 7.223], [-1.584, -3.765, 0.209], [-5.935, -4.150, 0.012], [-2.293, -0.478, -2.007], [-3.319, -9.883, 0.758], [4.189, -2.015, -8.607]], "forces_ev_per_a": [[2.620, 0.217, -1.930], [2.327, 3.294, 2.656], [-0.523, 0.512, -0.332], [0.098, -0.273, 0.298], [-0.129, 0.273, -0.336], [2.541, -0.716, 1.877], [2.543, -1.082, 0.641], [0.620, 3.214, 1.574], [0.280, -0.382, -0.109], [0.327, -0.180, -0.110], [-0.011, 0.324, 0.087], [-0.258, -0.503, 0.048], [-0.189, 0.773, -2.312], [0.286, 1.708, -0.263], [-0.347, 0.775, -0.418], [-0.539, -0.360, 0.055], [-0.103, -1.405, 1.203], [-1.778, 0.727, 1.448], [-0.815, 2.729, 0.409], [-0.282, -0.307, -0.393], [-0.096, 0.214, -0.391], [-2.159, 1.444, 0.270], [-0.235, -0.589, 0.282], [0.496, -0.010, 0.529], [1.050, 1.127, -0.105], [0.328, -0.108, -0.249], [-0.098, 2.701, -0.383], [-1.411, 2.508, 0.319], [0.162, -0.106, -0.100], [-1.560, 0.091, -2.309], [-2.479, 0.683, -0.819], [0.166, -0.592, -0.080], [0.092, 0.220, -0.029], [0.942, 3.594, 0.256], [-1.485, -0.051, -0.125], [1.931, -3.592, 0.011], [-1.992, 1.147, -0.519], [0.137, 0.245, -0.024], [0.295, -0.476, 2.783], [-0.206, -0.602, -1.159], [1.801, -0.572, 0.372], [-0.246, -0.455, -0.202], [-1.439, 0.089, 0.467], [-0.030, -0.306, 0.348], [0.022, 0.210, 0.168], [1.196, -0.620, -0.725], [0.297, 0.446, -4.105], [0.450, -0.067, -0.104], [0.370, -0.655, 1.756], [-3.324, 2.216, -0.676], [-0.991, -3.328, -1.439], [-0.218, -0.102, 0.195], [0.832, 1.176, 1.941], [1.449, -1.174, -0.932], [-0.840, -0.794, -1.046], [-0.178, 0.142, 0.062], [-0.447, -0.347, 0.104], [1.318, -0.791, -1.259], [-1.952, -1.844, 0.084], [0.626, 0.036, -1.263], [0.313, 2.797, 0.621], [1.319, -1.174, -0.489], [2.928, -0.896, 3.996], [0.000, 0.268, 0.235], [-0.453, -1.073, -2.220], [0.058, -0.296, -0.060], [-0.765, 3.393, 1.345], [1.661, 1.505, -0.634], [0.003, 0.219, -0.127], [0.608, 0.325, 0.171], [0.136, -0.288, 0.203], [0.197, -0.506, -0.386], [0.092, 1.058, 0.171], [-0.034, 0.579, 0.091], [-0.328, 0.690, 0.199], [-0.033, 0.146, 0.024], [-0.771, -1.215, -0.589], [-0.083, 0.326, -0.075], [1.420, 2.229, 0.839], [0.088, -0.414, 0.006], [-1.584, -2.092, -2.089], [-1.068, -0.669, -0.165], [0.011, -1.108, 0.002], [0.127, -0.018, -0.404], [0.052, -0.151, -0.160], [-0.296, 0.149, -0.130], [-0.317, 0.018, 0.063], [0.314, -0.153, 0.083], [-0.154, 0.493, 0.136], [-1.189, -1.199, 5.567], [-0.083, -0.007, 0.083], [2.129, 0.319, 1.798], [1.362, -0.769, 0.200], [0.760, -0.615, 0.242], [-3.627, 1.150, -0.995], [0.133, 0.183, -0.102], [-0.030, -0.231, -0.540], [-1.450, -5.882, 0.458], [-1.193, -1.343, 1.296], [0.779, -0.285, 1.436], [-0.659, -1.727, -1.109], [0.692, 0.107, -0.120], [-0.100, 0.506, 0.275], [-0.120, -0.949, -0.623], [2.797, 3.158, -2.039], [-0.495, 0.142, -0.513], [1.559, -5.187, 1.592], [-0.543, 0.021, -1.508], [-0.021, 0.223, 1.332], [0.146, -0.072, -0.144], [0.206, 0.007, 0.101], [1.481, 0.897, 0.812], [0.135, -0.263, 0.027], [-0.932, -1.580, -0.249], [-0.974, -0.633, 0.713], [0.341, 0.600, -0.092], [0.039, 0.256, 0.171], [0.114, 0.200, 0.152], [-3.464, -0.662, -5.343], [-0.592, -0.582, 0.358], [-0.023, -0.070, -0.069], [-0.405, -0.498, 0.025], [-0.262, 1.633, -0.942], [0.536, 0.656, 2.077], [-0.947, 0.631, 0.210], [0.491, -1.740, -0.249], [0.476, -1.322, -0.593], [0.421, 0.794, -0.839], [-0.168, -0.453, 0.486]], "e_lumo_ev": -4.98, "orbital_gap_ev": 2.83, "relative_energy_kj_mol": 0.00}

> Number 4 is which compound?

C36H46CaF12N4O26S4